Entry 1
Here is a structure of composition C3H3N3O3 from the Open Molecules 2025 dataset. Energies are from wB97M-V/def2-TZVPD.

Structure (ORCA input):
```
! wB97M-V def2-TZVPD RIJCOSX def2/J DEFGRID3
* xyz 0 1
C -0.814 2.075 -0.105
C -0.650 0.548 -0.080
C 0.906 -1.076 0.373
H 1.453 2.275 0.298
H -1.743 2.604 0.434
H -1.109 2.204 -1.144
N -1.451 -0.371 -0.894
N -1.019 -1.550 -0.945
N 0.445 0.231 0.548
O 0.333 2.791 0.255
O 0.247 -2.003 -0.362
O 1.786 -1.355 1.148
*
```

The orbital gap is 0.33671 Ha.

Results of the Löwdin charge analysis, in e, for atoms 1 through 2: -0.2539 -0.2122


Entry 2
Here is a cluster of 2 separate species, C3H3N3O3 in total from the Open Molecules 2025 dataset. Energies are from wB97M-V/def2-TZVPD.

Structure (ORCA input):
```
! wB97M-V def2-TZVPD RIJCOSX def2/J DEFGRID3
* xyz 0 1
C -1.739 1.752 -0.123
C 1.761 -1.466 0.267
C -0.277 -0.530 1.238
N -1.878 2.728 0.487
N 0.553 -0.735 0.307
N -1.619 0.625 -0.738
O 2.376 -1.560 -0.744
O -0.877 -0.461 2.221
O -0.510 0.490 -1.621
H 2.042 -1.913 1.232
H 0.297 -0.296 -0.706
H -0.129 1.364 -1.820
*
```

The orbital gap is 0.27944 Ha.

Results of the Löwdin charge analysis, in e, for atoms 1 through 2: -0.4842 -0.2429


Verdict on stability: entry 1 comes out at the bottom.


Entry 1
Here is a cluster of 2 separate species, CH3BrO2 in total from the Open Molecules 2025 dataset. Energies are from wB97M-V/def2-TZVPD.

Structure (ORCA input):
```
! wB97M-V def2-TZVPD RIJCOSX def2/J DEFGRID3
* xyz 0 3
C -0.075 -0.141 -0.721
O 0.050 1.091 -0.154
O 0.314 1.118 1.651
Br 0.054 -0.494 2.078
H -0.919 -0.877 -0.330
H 0.820 -0.859 -0.732
H -0.245 0.162 -1.793
*
```

The orbital gap (spin up / spin down) is 0.33873 / 0.25649 Ha.

Results of the Löwdin charge analysis, in e, for atoms 1 through 2: -0.3365 -0.1895


Entry 2
Here is a structure of composition CH3BrO2 from the Open Molecules 2025 dataset. Energies are from wB97M-V/def2-TZVPD.

Structure (ORCA input):
```
! wB97M-V def2-TZVPD RIJCOSX def2/J DEFGRID3
* xyz 0 3
C 0.400 -0.388 -0.236
O -0.318 1.105 0.462
O -0.086 -1.452 0.376
Br 2.256 0.081 0.020
H 0.108 -0.356 -1.384
H -1.214 0.733 0.398
H 0.134 -1.580 1.344
*
```

The orbital gap (spin up / spin down) is 0.20330 / 0.22422 Ha.

Results of the Löwdin charge analysis, in e, for atoms 1 through 2: -0.7866 -0.1673


Verdict on stability: entry 2 comes out at the bottom.


Entry 1
Here is a cluster of 2 separate species, C4H9O2 in total from the Open Molecules 2025 dataset. Energies are from wB97M-V/def2-TZVPD.

Structure (ORCA input):
```
! wB97M-V def2-TZVPD RIJCOSX def2/J DEFGRID3
* xyz 1 1
C 2.321 0.143 -2.773
C -0.132 -1.133 1.240
C -1.963 0.739 1.412
C -0.885 0.028 0.728
O -0.410 0.731 -0.256
O 2.077 0.267 -1.592
H 1.689 -0.464 -3.467
H 3.152 0.714 -3.221
H -0.425 -2.065 0.791
H 0.888 -0.940 0.786
H -0.236 -1.426 2.374
H -2.645 0.100 1.966
H -2.566 1.344 0.804
H -1.432 1.401 1.949
H 0.568 0.560 -0.741
*
```

The orbital gap is 0.36203 Ha.

Results of the Löwdin charge analysis, in e, for atoms 1 through 2: -0.0363 0.0368


Entry 2
Here is the ion C4H9O2 with charge +1 from the Open Molecules 2025 dataset. Energies are from wB97M-V/def2-TZVPD.

Structure (ORCA input):
```
! wB97M-V def2-TZVPD RIJCOSX def2/J DEFGRID3
* xyz 1 1
C -0.467 -0.440 -0.365
C -0.021 0.817 0.437
C -1.508 -1.240 0.487
C 1.257 1.316 -0.215
O 1.199 -0.976 -0.455
O 2.054 0.032 0.041
H -2.481 -0.972 0.095
H -0.910 -0.280 -1.381
H -0.957 1.399 0.393
H 0.195 0.615 1.447
H -1.398 -0.787 1.479
H -1.414 -2.320 0.411
H 1.133 1.573 -1.270
H 1.721 2.266 0.272
H 1.596 -1.006 -1.374
*
```

The orbital gap is 0.44914 Ha.

Results of the Löwdin charge analysis, in e, for atoms 1 through 2: -0.0538 -0.1449


Verdict on stability: entry 2 comes out at the bottom.


Entry 1
Here is a cluster of 2 separate species, C3H4FNO2S in total from the Open Molecules 2025 dataset. Energies are from wB97M-V/def2-TZVPD.

Structure (ORCA input):
```
! wB97M-V def2-TZVPD RIJCOSX def2/J DEFGRID3
* xyz 0 1
C 1.354 1.371 -0.780
C 0.490 0.911 0.300
F 1.113 0.290 1.265
C -0.821 0.957 0.119
S -2.180 1.465 -0.467
H 2.198 0.711 -0.744
H 0.659 1.445 -1.639
H 1.602 2.405 -0.750
O 0.245 -2.899 0.144
N -0.483 -2.114 0.617
O -1.798 -2.656 0.795
H -2.377 -1.887 1.139
*
```

The orbital gap is 0.27178 Ha. The SMILES is CC(F)=C=S.O=NO.

Results of the Löwdin charge analysis, in e, for atoms 1 through 2: -0.0211 -0.4963


Entry 2
Here is the molecule C3H4FNO2S from the Open Molecules 2025 dataset. Energies are from wB97M-V/def2-TZVPD.

Structure (ORCA input):
```
! wB97M-V def2-TZVPD RIJCOSX def2/J DEFGRID3
* xyz 0 1
C 0.726 0.148 -1.834
C -0.096 -0.472 -0.726
F -0.683 -1.615 -0.998
C -0.192 0.173 0.450
S 0.706 1.501 0.980
N -0.929 -0.524 1.631
O -1.724 -1.444 1.474
O -0.562 -0.158 2.729
H 1.223 -0.495 -2.436
H -0.092 0.722 -2.386
H 1.430 0.686 -1.160
H 0.193 1.478 2.274
*
```

The orbital gap is 0.32017 Ha. The SMILES is C/C(F)=C(\S)[N+](=O)[O-].

Results of the Löwdin charge analysis, in e, for atoms 1 through 2: 0.0031 -0.3586


Entry 3
Here is a cluster of 2 separate species, C3H4FNO2S in total from the Open Molecules 2025 dataset. Energies are from wB97M-V/def2-TZVPD.

Structure (ORCA input):
```
! wB97M-V def2-TZVPD RIJCOSX def2/J DEFGRID3
* xyz 0 1
C -0.657 -0.040 0.367
C -0.417 0.537 1.719
C 1.905 -0.109 -1.179
H -1.463 -1.340 -1.781
H -1.139 1.557 1.906
H 0.692 0.905 1.510
H 2.477 -0.741 -2.447
N -1.641 0.216 -0.323
O -1.952 -0.313 -1.525
O 2.101 1.070 -0.649
F -0.639 -0.514 2.575
S 0.732 -1.229 -0.173
*
```

The orbital gap is 0.35160 Ha.

Results of the Löwdin charge analysis, in e, for atoms 1 through 2: -0.5632 -0.2490


Verdict on stability: entry 3 comes out at the bottom.


Entry 1
Here is a cluster of 2 separate species, C3H4FNO in total from the Open Molecules 2025 dataset. Energies are from wB97M-V/def2-TZVPD.

Structure (ORCA input):
```
! wB97M-V def2-TZVPD RIJCOSX def2/J DEFGRID3
* xyz 0 1
C -0.306 -1.841 -0.952
N -0.103 -1.202 0.149
O 1.013 -1.077 0.724
H -1.199 -1.962 -1.525
H 0.631 -2.378 -1.254
H -0.932 -0.542 0.441
C 0.863 2.517 0.678
C -0.245 2.194 0.392
F -1.469 1.813 0.155
H 1.747 2.477 1.192
*
```

The orbital gap (spin up / spin down) is 0.35488 / 0.35491 Ha. The SMILES is C=[NH+][O-].C#CF.

Results of the Löwdin charge analysis, in e, for atoms 1 through 2: 0.0285 -0.2611


Entry 2
Here is the molecule C3H4FNO from the Open Molecules 2025 dataset. Energies are from wB97M-V/def2-TZVPD.

Structure (ORCA input):
```
! wB97M-V def2-TZVPD RIJCOSX def2/J DEFGRID3
* xyz 0 1
C 1.667 0.111 -0.480
C -0.855 -0.738 0.102
C -0.413 0.787 -0.110
N 0.118 -1.666 -0.166
O 0.923 0.881 0.274
F 2.860 -0.025 0.097
H -1.134 -0.818 1.215
H -1.700 -1.135 -0.402
H -0.504 1.114 -1.134
H -0.961 1.490 0.602
*
```

The orbital gap (spin up / spin down) is 0.30889 / 0.31463 Ha.

Results of the Löwdin charge analysis, in e, for atoms 1 through 2: -0.1183 -0.3407


Verdict on stability: entry 2 comes out at the bottom.


Entry 1
Here is a cluster of 2 separate species, C6H15NO in total from the Open Molecules 2025 dataset. Energies are from wB97M-V/def2-TZVPD.

Structure (ORCA input):
```
! wB97M-V def2-TZVPD RIJCOSX def2/J DEFGRID3
* xyz -1 2
C 0.225 1.257 0.575
N -0.996 0.706 -0.200
C -1.274 -0.659 0.108
C -1.845 -0.828 1.620
C -0.536 0.778 -1.684
C 0.990 0.691 -1.730
C 1.509 1.317 -0.366
H 0.111 2.309 0.866
H 0.627 0.671 1.465
H -0.685 -1.517 -0.253
H -2.256 -0.884 -0.524
H -2.950 -1.043 1.556
H -1.788 0.108 2.250
H -1.430 -1.830 2.038
H -0.837 1.731 -2.215
H -1.038 -0.098 -2.184
H 1.425 1.273 -2.573
H 1.218 -0.476 -1.715
H 1.926 2.300 -0.613
H 2.259 0.665 0.062
H 1.985 -2.049 1.914
H 1.972 -2.072 0.482
O 1.388 -2.349 1.122
*
```

The orbital gap (spin up / spin down) is 0.11258 / 0.33452 Ha.

Results of the Löwdin charge analysis, in e, for atoms 1 through 2: -0.1909 -0.1553


Entry 2
Here is a cluster of 2 separate species, C6H15NO in total from the Open Molecules 2025 dataset. Energies are from wB97M-V/def2-TZVPD.

Structure (ORCA input):
```
! wB97M-V def2-TZVPD RIJCOSX def2/J DEFGRID3
* xyz -1 2
C 1.768 0.259 -3.092
C 1.421 0.881 -1.730
C 0.646 -0.083 -0.821
C 0.025 0.570 0.355
C -1.306 0.681 0.496
N -1.876 1.489 1.467
C 0.971 1.100 1.363
H 2.814 0.160 -3.383
H 1.318 -0.722 -3.242
H 1.331 0.917 -3.850
H 0.908 1.835 -1.836
H 2.346 1.177 -1.218
H -0.112 -0.595 -1.432
H 1.327 -0.923 -0.610
H -1.965 0.223 -0.227
H -1.331 2.258 1.812
H -2.872 1.493 1.625
H 1.487 2.024 1.016
H 1.853 0.486 1.584
H 0.551 1.429 2.311
H -3.181 -4.938 3.913
H -3.141 -4.459 2.487
O -2.981 -5.262 3.015
*
```

The orbital gap (spin up / spin down) is 0.08201 / 0.28770 Ha.

Results of the Löwdin charge analysis, in e, for atoms 1 through 2: -0.1293 -0.2695


Verdict on stability: entry 1 comes out at the bottom.


Entry 1
Here is the molecule C3H3FN2O2 from the Open Molecules 2025 dataset. Energies are from wB97M-V/def2-TZVPD.

Structure (ORCA input):
```
! wB97M-V def2-TZVPD RIJCOSX def2/J DEFGRID3
* xyz 0 1
C -1.522 -0.331 -1.762
N -0.563 -0.012 -0.740
N -1.002 0.607 0.431
C 0.029 0.572 1.147
F 0.138 1.061 2.328
O 1.095 -0.076 0.646
C 0.715 -0.539 -0.617
O 1.360 -1.254 -1.325
H -1.028 -0.861 -2.546
H -2.265 -1.011 -1.248
H -1.970 0.575 -2.161
*
```

The orbital gap is 0.37874 Ha. The SMILES is Cn1nc(F)oc1=O.

Results of the Löwdin charge analysis, in e, for atoms 1 through 2: -0.0125 -0.1082


Entry 2
Here is the molecule C3H3FN2O2 from the Open Molecules 2025 dataset. Energies are from wB97M-V/def2-TZVPD.

Structure (ORCA input):
```
! wB97M-V def2-TZVPD RIJCOSX def2/J DEFGRID3
* xyz 0 1
N -0.063 1.867 0.131
C -0.045 0.502 0.041
C 0.966 -0.392 0.031
F 2.295 -0.291 -0.115
N 0.493 -1.724 -0.062
O -0.916 -1.742 0.010
C -1.282 -0.327 -0.020
O -2.503 -0.140 -0.085
H 1.008 2.272 -0.109
H -0.824 2.306 -0.418
H 0.871 -2.333 0.596
*
```

The orbital gap is 0.33581 Ha. The SMILES is Nc1c(F)[nH]oc1=O.

Results of the Löwdin charge analysis, in e, for atoms 1 through 2: 0.0770 -0.2380


Verdict on stability: entry 2 comes out at the bottom.


Entry 1
Here is the ion C6H15BN3 with charge +1 from the Open Molecules 2025 dataset. Energies are from wB97M-V/def2-TZVPD.

Structure (ORCA input):
```
! wB97M-V def2-TZVPD RIJCOSX def2/J DEFGRID3
* xyz 1 1
C -1.574 -2.434 -0.336
N -0.310 -2.301 -0.952
B 0.540 -1.209 -0.759
C -0.056 0.093 -0.076
N 0.475 1.193 -0.748
C 0.260 1.604 -2.100
C 1.545 1.660 -0.053
C 1.443 1.327 1.216
N 0.425 0.270 1.406
C -0.607 0.568 2.350
H -2.202 -1.447 -0.282
H -2.203 -3.235 -0.805
H -1.429 -2.962 0.617
H -0.036 -3.059 -1.554
H 1.637 -1.202 -1.221
H -1.107 0.062 -0.094
H 0.595 1.003 -2.880
H -0.787 1.660 -2.315
H 0.638 2.710 -2.239
H 2.196 2.332 -0.601
H 2.053 1.779 1.957
H 0.872 -0.532 1.714
H -1.025 1.534 2.157
H -1.379 -0.138 2.281
H 0.036 0.723 3.319
*
```

The orbital gap is 0.33054 Ha. The SMILES is CNB[C@@H]1N(C)C=C[N@H+]1C.

Results of the Löwdin charge analysis, in e, for atoms 1 through 2: -0.1173 0.0195


Entry 2
Here is a cluster of 2 separate species, C6H15BN3 in total from the Open Molecules 2025 dataset. Energies are from wB97M-V/def2-TZVPD.

Structure (ORCA input):
```
! wB97M-V def2-TZVPD RIJCOSX def2/J DEFGRID3
* xyz 1 1
B -2.199 -0.342 0.761
C 3.244 0.681 -0.026
C 2.159 1.170 0.629
C 1.606 0.662 -1.500
C 3.694 -0.226 -2.218
C -2.918 -2.556 1.618
C 0.356 2.513 -0.360
N 2.866 0.220 -1.338
N -3.007 -1.459 0.709
N 1.024 1.127 -0.233
H -2.587 0.405 0.056
H 4.326 0.676 0.423
H 2.026 1.477 1.655
H 0.708 0.188 -2.069
H 4.702 -0.220 -2.091
H -1.295 -0.357 1.445
H 3.346 -0.306 -3.228
H -2.713 -3.366 0.940
H -2.312 -2.433 2.412
H -3.798 -2.881 2.194
H 0.210 2.899 0.609
H 0.904 3.247 -0.879
H -0.482 2.328 -0.923
H -3.894 -1.505 0.165
H 0.391 0.474 0.201
*
```

The orbital gap (spin up / spin down) is 0.28533 / 0.28523 Ha.

Results of the Löwdin charge analysis, in e, for atoms 1 through 2: -0.1831 0.0550


Verdict on stability: entry 2 comes out at the bottom.